DFT (the ωB97M-V functional and the def2-TZVPD basis) results for a structure of composition C12H37MgO7S6 at a distorted geometry.

Computed properties:
Relative energy (zero: lowest compared OMol25 entry of this formula, charge and spin)   641.8 kJ/mol
Lowest unoccupied orbital energy   -4.971 eV
Max |F|   3.87 eV/Å
Net charge   +1

XYZ file:
```
63
Properties=species:S:1:pos:R:3:forces:R:3
Mg 2.103 0.506 -2.234 -3.332 0.289 1.953
O 0.199 0.350 -0.534 1.627 -0.278 -0.800
H -0.719 0.549 -0.264 0.762 0.242 -0.953
C 0.861 -5.077 -3.855 0.610 0.157 -1.476
S 2.075 -4.016 -2.963 -2.310 -0.171 0.222
O 1.626 -2.593 -3.273 0.622 -0.526 0.373
C 1.211 -4.559 -1.444 1.180 0.471 0.787
H 1.236 -5.215 -4.869 -0.055 0.060 -0.095
H -0.078 -4.529 -3.926 0.096 0.103 0.278
H 0.704 -6.075 -3.445 0.235 0.262 0.296
H 0.167 -4.248 -1.443 0.149 0.011 -0.177
H 1.749 -4.144 -0.591 -0.224 0.240 0.071
H 1.332 -5.640 -1.369 -0.135 0.038 -0.143
C 3.883 5.719 -0.922 0.028 -0.001 -0.264
S 2.371 4.879 -1.619 0.349 -0.424 1.500
O 2.719 3.387 -1.610 -0.225 0.429 -0.310
C 1.241 5.046 -0.133 0.615 -0.026 0.252
H 4.680 5.754 -1.665 -0.315 -0.388 -0.419
H 4.315 5.203 -0.065 -0.534 -0.201 0.103
H 3.722 6.771 -0.688 -0.565 -0.099 0.137
H 1.739 4.483 0.657 -0.123 -0.445 -0.180
H 0.242 4.662 -0.339 0.336 -0.352 -0.348
H 1.082 6.021 0.328 0.400 0.479 -0.727
C -2.351 1.376 -3.921 -0.487 0.155 -0.429
S -1.092 0.909 -5.122 -0.316 -1.158 1.592
O 0.196 0.975 -4.332 0.488 -0.563 -0.253
C -1.728 -0.883 -5.161 1.156 -0.236 0.721
H -3.221 1.362 -4.577 -0.458 0.389 0.357
H -2.160 2.357 -3.487 0.072 0.082 -0.486
H -2.516 0.698 -3.084 0.432 -0.354 -0.276
H -2.785 -1.073 -5.344 0.037 0.733 -0.405
H -1.536 -1.293 -4.170 0.075 0.382 0.344
H -1.105 -1.525 -5.785 -0.051 0.466 -0.506
C -3.515 -2.069 0.822 -0.005 1.060 -1.545
S -5.192 -1.370 1.192 0.160 0.497 1.404
O -5.272 0.151 1.115 0.544 -2.089 -0.728
C -5.972 -2.116 -0.256 0.372 0.984 -0.160
H -3.295 -2.007 -0.244 -0.670 -0.282 -0.571
H -3.487 -3.127 1.084 0.149 0.314 0.531
H -2.688 -1.413 1.090 -0.215 -0.264 1.391
H -7.050 -1.975 -0.178 0.142 -0.100 -0.046
H -5.678 -3.155 -0.400 -0.081 0.093 0.219
H -5.544 -1.482 -1.033 -0.339 -0.209 -0.503
C 4.856 -2.566 2.323 -0.233 0.065 -0.452
S 4.114 -0.896 1.872 0.420 0.783 -1.284
O 3.772 -0.742 0.340 0.031 -1.021 2.694
C 2.612 -0.966 2.951 -0.859 -1.304 -0.208
H 5.807 -2.785 1.838 -0.080 0.740 -0.561
H 4.235 -3.434 2.101 -0.426 0.264 0.180
H 5.148 -2.531 3.372 -0.574 0.247 0.181
H 2.248 -1.994 2.950 -0.122 -0.116 -0.328
H 1.770 -0.340 2.658 0.483 0.237 -0.759
H 2.712 -0.764 4.018 1.162 0.360 -0.133
C -0.966 3.213 6.562 0.559 -0.680 0.386
S -0.622 3.408 4.744 1.226 -0.445 0.705
O 0.886 3.235 4.481 -2.387 0.057 0.678
C -1.407 1.850 4.299 0.487 -1.008 -0.260
H -0.666 2.221 6.900 0.727 -0.113 -0.350
H -1.996 3.176 6.916 -0.380 0.780 -0.815
H -0.403 3.943 7.144 -0.053 0.120 -0.300
H -2.400 1.655 4.702 -0.267 0.792 -0.396
H -0.862 0.982 4.670 0.652 0.293 0.336
H -1.306 1.761 3.217 -0.562 0.180 -0.045
```
Positions in Å, forces in eV/Å.

DFT (the ωB97M-V functional and the def2-TZVPD basis) results for a cluster of 7 separate species, C12H38ClN2O12 in total at a distorted geometry.

Computed properties:
Lowest unoccupied orbital energy (alpha / beta)   -0.603 / -5.729 eV
Max |F|   4.44 eV/Å
<S²>   0.754
Multiplicity   2

XYZ file:
```
65
Properties=species:S:1:pos:R:3:forces:R:3
Cl 0.225 7.808 2.648 -1.993 -0.278 3.042
O 0.066 7.182 1.360 0.817 -0.064 -0.936
O -0.456 9.038 2.718 -1.786 1.631 -1.234
O -0.252 6.953 3.686 -0.957 -1.422 -0.275
O 1.533 8.120 3.053 4.251 0.032 -1.290
O -2.334 6.982 5.887 -0.210 -0.050 0.437
H -3.105 6.847 5.336 -0.146 0.034 -0.146
H -1.608 6.628 5.373 0.352 0.093 -0.305
O 2.240 5.419 -0.510 0.598 0.555 -0.608
H 1.877 4.737 0.055 -0.345 -0.542 0.476
H 1.706 6.192 -0.326 -0.477 0.012 0.380
O 1.221 11.262 3.872 0.427 0.452 0.134
H 1.110 10.316 3.782 -0.186 -0.425 -0.035
H 0.869 11.623 3.058 -0.226 0.003 -0.088
O -2.088 7.496 -1.135 -0.089 0.262 -0.367
H -1.548 7.651 -0.360 0.148 -0.027 0.563
H -1.563 6.908 -1.679 0.031 -0.276 -0.086
C -0.387 10.161 -3.916 0.495 0.224 0.555
O 0.293 10.905 -2.843 0.375 0.341 -1.130
C 1.696 10.683 -2.713 -0.268 -0.468 -0.007
C 1.822 9.876 -1.391 0.074 0.655 -0.881
N 3.015 9.094 -1.167 -2.674 -0.217 2.540
C 3.277 9.059 0.262 4.035 -0.511 0.718
C 4.378 8.042 0.727 1.290 -0.506 0.473
O 5.742 8.537 1.038 -0.368 -1.016 -0.722
C 6.771 7.468 0.860 -0.952 0.664 -0.769
H -1.465 10.323 -3.911 0.144 0.265 0.831
H -0.216 9.097 -3.753 0.079 -0.086 -0.257
H -0.106 10.489 -4.917 0.653 -0.050 0.105
H 2.353 11.538 -2.560 -0.895 0.915 0.110
H 2.203 10.264 -3.582 -0.519 -0.849 -0.165
H 0.975 9.189 -1.399 -0.083 -0.450 -0.031
H 1.657 10.566 -0.563 0.182 -0.064 -0.062
H 2.866 8.140 -1.465 0.907 -0.495 -1.205
H 2.397 8.719 0.808 -0.808 0.087 -0.062
H 3.576 10.041 0.626 -0.384 0.206 -0.021
H 4.496 7.198 0.047 -0.303 0.089 -0.510
H 4.004 7.572 1.636 -0.176 0.222 0.204
H 7.703 7.657 1.393 -0.581 0.431 0.559
H 7.089 7.420 -0.181 -0.273 0.230 -0.319
H 6.395 6.469 1.080 -0.197 0.140 0.485
C -2.047 2.836 4.986 0.091 -0.839 -0.960
O -0.677 2.653 4.739 1.573 -0.567 1.181
C -0.213 3.127 3.507 -1.190 0.561 -1.829
C 1.242 2.786 3.138 -1.322 0.506 1.413
N 1.831 3.592 2.039 -0.319 -1.292 0.118
C 3.268 3.231 1.939 -1.755 -0.944 0.596
C 4.050 4.030 2.935 1.389 -0.087 0.979
O 3.897 3.648 4.384 -0.433 0.947 -2.097
C 4.473 4.569 5.305 0.640 -0.460 0.337
H -2.571 2.185 4.286 -0.507 0.294 -0.528
H -2.330 3.880 4.849 -0.252 0.031 0.288
H -2.332 2.386 5.937 0.474 0.621 0.337
H -0.351 4.208 3.472 0.171 0.416 0.001
H -0.880 2.737 2.739 -0.225 -0.116 -0.411
H 1.302 1.727 2.887 0.245 0.085 0.068
H 1.672 3.009 4.115 1.037 -0.464 -0.158
H 1.755 4.574 2.264 -0.064 0.206 0.253
H 3.550 3.242 0.886 0.679 1.078 0.091
H 3.367 2.159 2.107 -0.162 -0.117 0.525
H 3.761 5.061 2.730 0.128 0.391 0.650
H 5.100 3.907 2.672 0.393 0.227 0.244
H 5.561 4.555 5.244 0.270 0.095 -0.338
H 4.276 4.220 6.319 -0.361 -0.330 -0.153
H 4.155 5.612 5.308 -0.457 0.011 -0.710
```
Positions in Å, forces in eV/Å.

DFT (the ωB97M-V functional and the def2-TZVPD basis) results for a structure of composition C12H38O22Zn at a distorted geometry.

Computed properties:
Lowest unoccupied orbital energy   0.518 eV
Max |F|   4.19 eV/Å
Net charge   -4

XYZ file:
```
73
Properties=species:S:1:pos:R:3:forces:R:3
Zn -6.897 4.489 -9.479 -0.025 -0.028 -0.038
C -14.236 9.875 -15.598 0.192 -0.826 -0.396
C -15.130 8.887 -16.427 1.740 -0.392 1.591
O -15.037 7.658 -16.273 1.103 -1.644 1.534
O -15.894 9.228 -17.295 -2.142 2.814 -2.254
H -13.877 10.687 -16.231 -0.403 0.196 0.074
H -13.335 9.367 -15.255 0.015 -0.385 -0.223
H -14.657 10.232 -14.658 -0.565 0.188 -0.335
C -10.253 14.567 -10.435 -0.103 -0.100 -0.353
C -10.980 15.324 -9.358 0.604 0.115 0.154
O -11.709 14.760 -8.555 -1.768 -2.542 1.177
O -10.781 16.523 -9.211 1.033 2.965 -0.783
H -9.263 15.000 -10.574 0.106 -0.260 0.160
H -10.761 14.701 -11.390 -0.168 -0.116 -0.024
H -10.252 13.511 -10.165 0.264 0.002 -0.233
C -8.728 -1.966 -9.522 0.040 -1.199 0.892
C -8.258 -0.541 -9.440 0.105 0.738 0.573
O -8.229 0.116 -10.465 -0.231 0.556 -3.355
O -7.944 -0.020 -8.369 0.365 -0.528 2.624
H -8.702 -2.439 -8.540 -0.212 0.177 0.336
H -8.036 -2.592 -10.085 -0.193 0.195 -0.650
H -9.755 -2.015 -9.885 0.152 -0.080 -0.349
C -10.101 8.782 -21.064 0.544 0.836 -0.100
C -9.912 9.376 -22.470 -0.046 0.254 -0.460
O -9.359 8.727 -23.380 0.452 -1.391 -0.001
O -10.256 10.547 -22.739 -0.586 0.566 0.940
H -10.295 7.710 -21.036 -0.228 0.177 -0.176
H -10.784 9.391 -20.473 -0.448 -0.305 -0.232
H -9.159 8.949 -20.542 0.317 -0.176 -0.079
C -6.486 9.516 -14.019 0.550 -0.124 0.137
C -6.464 8.296 -13.092 -0.622 1.486 -0.608
O -6.047 8.387 -11.945 1.462 0.989 2.135
O -6.982 7.240 -13.423 -1.047 -2.179 -1.752
H -6.096 10.366 -13.460 -0.277 0.127 0.040
H -7.488 9.702 -14.406 0.023 -0.006 0.151
H -5.819 9.397 -14.872 -0.032 -0.284 -0.093
C -7.467 15.257 -18.372 1.229 0.148 -0.600
C -7.193 16.493 -19.234 -1.911 0.413 -1.113
O -6.611 16.478 -20.341 1.245 -1.396 -0.007
O -7.794 17.540 -18.948 -0.579 1.231 1.508
H -8.164 14.590 -18.880 0.043 0.110 -0.093
H -7.838 15.484 -17.372 0.134 0.165 -0.161
H -6.488 14.779 -18.350 -0.108 -0.560 0.425
O -3.375 4.114 -16.344 0.291 0.097 -0.182
H -3.350 3.171 -16.506 -0.018 -0.202 -0.018
H -4.205 4.258 -15.890 -0.279 0.153 0.210
O -0.968 7.735 -8.830 0.232 -0.224 -0.010
H -0.518 8.296 -8.197 0.080 0.125 0.137
H -1.751 8.229 -9.073 -0.329 0.070 -0.153
O -6.055 12.173 -7.626 0.213 0.122 0.280
H -5.747 11.613 -8.338 0.060 -0.148 -0.249
H -7.004 12.050 -7.617 -0.275 0.021 -0.049
O -2.219 8.223 -18.976 0.304 0.152 0.036
H -2.511 7.481 -18.447 -0.140 -0.196 0.216
H -2.599 8.066 -19.840 -0.158 0.039 -0.197
O -1.899 13.953 -11.359 0.159 -0.043 0.259
H -1.636 13.630 -12.221 0.002 -0.177 -0.248
H -2.142 14.866 -11.509 -0.155 0.199 -0.017
O -11.363 3.927 -16.198 -0.012 -0.323 -0.112
H -12.067 4.569 -16.288 -0.228 0.218 -0.017
H -10.605 4.440 -15.918 0.210 0.129 0.127
O -0.296 10.787 -15.545 0.195 0.257 0.082
H -0.814 10.451 -16.277 -0.242 -0.064 -0.229
H 0.087 10.006 -15.145 0.029 -0.188 0.133
O -10.766 5.361 -9.027 0.147 -0.061 0.127
H -11.523 5.119 -8.495 -0.149 -0.126 0.111
H -11.079 6.080 -9.577 0.020 0.206 -0.240
O -6.095 5.828 -5.841 0.068 -0.044 -0.106
H -6.749 6.380 -5.412 -0.241 0.158 -0.004
H -5.461 5.629 -5.153 0.184 -0.102 0.114
O -3.074 3.441 -9.993 -0.095 -0.068 0.116
H -2.594 2.753 -10.454 0.013 -0.202 -0.150
H -2.416 4.112 -9.812 0.092 0.298 0.048
```
Positions in Å, forces in eV/Å.